Molecular formula: C15H20N4OS
Method: DFT, ωB97M-V with the def2-TZVPD basis set

HOMO: -7.63 eV
net charge: 0
multiplicity: 1
lowest unoccupied orbital energy: -0.72 eV
gap between HOMO and LUMO: 0.254 Eh

Each line ends with the Mulliken charge.
Atoms and positions in Å:
S: 6.69 0.70 -1.18  -0.336
O: -3.20 1.07 1.22  -0.387
N: 3.23 0.59 0.67  -0.517
N: 4.42 0.40 0.54  0.410
N: 4.40 2.03 -1.14  -0.382
N: 2.92 -2.77 0.09  -0.497
C: -0.91 0.86 1.74  -0.340
C: -1.54 1.08 -0.45  -0.180
C: 3.98 -2.52 0.49  0.510
C: 2.19 0.55 -0.09  0.154
C: 0.45 0.86 1.58  -0.527
C: -5.70 -0.61 -1.19  -0.481
C: -4.59 -0.50 -0.03  -0.850
C: 5.08 0.94 -0.68  0.204
C: -5.99 -1.84 -1.43  -1.188
C: 0.86 0.54 0.09  0.344
C: 5.22 -0.52 1.33  -0.842
C: -1.84 0.88 0.86  0.490
C: -0.25 0.88 -0.89  -1.001
C: -4.32 0.88 0.57  -0.964
C: 5.16 -2.00 0.86  -0.805
H: 2.42 0.47 -1.26  0.134
H: -4.77 -0.99 0.80  0.528
H: 3.68 2.48 -0.72  0.204
H: 0.12 0.68 -1.83  0.452
H: -1.29 0.88 3.02  0.096
H: 5.89 -1.89 -0.13  0.186
H: 6.18 0.00 1.49  0.455
H: 5.13 2.57 -1.84  0.270
H: -3.66 -0.81 -0.31  0.603
H: -2.16 1.12 -1.23  0.498
H: -5.05 1.41 0.80  0.776
H: -5.03 -2.28 -2.03  0.247
H: -6.73 -1.75 -2.22  0.353
H: 5.69 -2.65 1.35  0.634
H: -5.43 0.12 -1.74  0.555
H: -6.72 0.12 -0.45  0.159
H: 4.56 -0.74 2.26  0.270
H: 1.22 0.56 2.36  0.285
H: -6.23 -2.51 -0.69  0.391
H: -4.07 1.70 -0.57  0.090

Molecular formula: C18H36FN2O4
Method: DFT, ωB97M-V with the def2-TZVPD basis set

HOMO (spin up / spin down): -8.32 / -9.41 eV
<S²>: 0.754
net charge: 0
multiplicity: 2
lowest unoccupied orbital energy (spin up / spin down): 0.65 / 0.48 eV
gap between HOMO and LUMO (spin up / spin down): 0.330 / 0.363 Eh

Each line ends with the Mulliken charge.
Atoms and positions in Å:
F: -0.31 -0.65 -4.52  -0.498
O: 0.53 1.72 3.13  -0.429
O: 3.25 1.93 1.68  -0.317
O: 2.88 2.21 5.05  -0.273
O: -4.16 0.19 -2.31  -0.631
N: -0.03 -2.15 -2.71  -0.405
N: -3.33 -0.61 -1.75  0.569
C: -1.03 0.13 -2.41  -1.870
C: -2.76 -3.06 -1.55  -1.713
C: 1.17 2.84 2.55  -0.552
C: -2.43 1.48 -0.89  -1.760
C: -3.16 -1.90 -2.47  1.722
C: 1.99 -0.71 -2.57  -1.538
C: 3.72 1.05 0.69  -0.665
C: -0.85 -1.10 -3.29  1.839
C: 1.71 -2.91 -1.29  -1.433
C: 2.00 2.51 1.33  0.095
C: 2.92 3.16 6.09  -0.782
C: 1.34 0.79 3.85  -0.319
C: 1.12 -1.89 -2.23  1.177
C: -2.21 -1.70 -3.65  -2.117
C: 1.81 1.28 5.19  -0.654
C: -1.51 -0.61 -0.01  -1.744
C: -4.54 -2.29 -3.05  -1.759
C: -2.07 0.04 -1.29  1.871
H: 1.43 1.82 0.69  -0.227
H: -2.74 -3.96 -2.16  0.490
H: -2.67 -0.98 -4.33  0.463
H: 4.64 0.58 1.06  0.350
H: 0.97 1.74 5.73  0.357
H: 2.98 0.26 0.49  0.169
H: 3.03 -1.05 -2.53  0.501
H: 1.03 -3.11 -0.46  0.314
H: 0.68 -0.06 4.03  0.411
H: 1.82 -0.33 -3.57  0.364
H: 2.20 3.43 0.77  0.431
H: 3.15 2.69 7.06  0.329
H: -2.60 2.11 -1.76  0.415
H: 1.89 0.07 -1.81  0.155
H: -4.73 -1.76 -3.98  0.370
H: 1.85 -3.85 -1.82  0.372
H: -2.03 -2.63 -4.18  0.483
H: -0.09 0.46 -1.95  0.144
H: 1.76 3.40 3.28  0.176
H: -4.53 -3.36 -3.26  0.445
H: 2.66 -2.57 -0.88  0.411
H: 3.71 3.87 5.85  0.232
H: -1.64 1.92 -0.29  0.302
H: -3.34 1.49 -0.29  0.458
H: 3.94 1.59 -0.24  0.329
H: -5.33 -2.07 -2.33  0.422
H: -1.33 0.94 -3.08  0.624
H: 0.36 3.48 2.22  0.474
H: -2.35 -0.91 0.62  0.321
H: -0.92 -1.50 -0.22  0.030
H: -0.91 0.12 0.52  0.549
H: -1.76 -2.96 -1.14  0.232
H: -3.50 -3.18 -0.76  0.378
H: 2.17 0.43 3.24  0.163
H: 1.97 3.71 6.16  0.342
H: 2.17 0.42 5.78  0.404

Molecular formula: C2H4N6O5
Method: DFT, ωB97M-V with the def2-TZVPD basis set

HOMO (spin up / spin down): -9.22 / -9.22 eV
net charge: 0
multiplicity: 1
lowest unoccupied orbital energy (spin up / spin down): -0.93 / -0.93 eV
gap between HOMO and LUMO (spin up / spin down): 0.305 / 0.305 Eh
SMILES: Nn1c([N+](=O)[O-])c(O)n[n+]1[O-].N=O

Each line ends with the Mulliken charge.
Atoms and positions in Å:
O: 3.87 0.61 1.12  -0.248
O: 0.48 2.26 -0.43  -0.482
O: -2.56 2.13 -0.20  -0.577
O: 1.06 -2.25 -0.11  -0.784
O: -3.21 0.15 0.32  -0.714
N: -1.62 -1.88 0.63  -0.678
N: 3.68 0.80 -0.06  0.038
N: 1.09 -0.08 -0.29  -0.508
N: -2.36 0.96 0.01  0.980
N: 0.46 -1.17 -0.09  0.776
N: -0.82 -0.95 0.10  0.611
C: -1.05 0.45 -0.03  0.166
C: 0.22 0.97 -0.27  0.215
H: -1.54 -2.90 0.33  0.274
H: -2.54 -1.55 0.69  0.304
H: 1.20 2.50 -1.11  0.401
H: 3.63 -0.05 -0.61  0.226

Taking the records one at a time from the top gives E values of -34708.2076 -33133.9395 -21306.2825 eV.
Taking the records one at a time from the top gives ΔE to the lowest compared entry with this formula, charge and spin values of 372.2 0.0 61.3 kcal per mole.